This record from the OMol25 dataset describes an isolated molecule of C5H8N2 in a non-equilibrium geometry. The level of theory is the ωB97M-V functional and the def2-TZVPD basis.

**Molecular weight**: 96.13 g/mol
**Relative energy (zero: lowest compared OMol25 entry of this formula, charge and spin)**: 39.2 kcal per mole
**SMILES string**: C[C@H]1CN1CC#N
**E**: -8293.2980 eV
**Frontier orbital gap**: 0.3970 Ha

Last column: Mulliken charge in e.
Geometry (Å):
C  -1.812  -1.027  0.146  -1.38
C  -0.698  -0.092  -0.309  0.44
C  -0.597  1.283  0.275  -0.50
N  0.366  0.249  0.621  -0.40
C  1.654  0.468  -0.031  -0.39
C  2.404  -0.793  -0.172  0.19
N  2.991  -1.783  -0.303  -0.40
H  -1.970  -0.922  1.224  0.33
H  -1.537  -2.062  -0.070  0.32
H  -2.770  -0.822  -0.357  0.31
H  -0.351  -0.238  -1.325  0.35
H  -0.275  2.109  -0.359  0.25
H  -1.239  1.555  1.110  0.24
H  1.591  0.923  -1.041  0.29
H  2.242  1.151  0.591  0.35

This record from the OMol25 dataset describes a cluster of 8 separate species, C37H87N4O14 in total in a non-equilibrium geometry. The level of theory is the ωB97M-V functional and the def2-TZVPD basis.

**Total charge**: +1
**Molecular weight**: 812.12 g/mol
**E**: -74386.2249 eV
**Frontier orbital gap**: 0.2359 Ha

Last column: Mulliken charge in e.
Geometry (Å):
C  -7.329  -6.166  -1.540  -0.81
C  -8.819  -5.640  -1.796  -0.01
C  -9.058  -4.962  -3.223  -0.64
N  -8.716  -3.502  -3.299  -0.79
N  -9.203  -2.775  -2.214  0.37
C  -10.538  -2.755  -1.712  -0.10
N  -10.462  -1.882  -0.584  -0.07
C  -9.113  -1.369  -0.424  -0.52
C  -8.215  -1.944  -1.535  0.53
C  -6.674  -1.742  -1.904  -0.94
C  -5.626  -2.683  -1.108  0.88
C  -4.481  -3.402  -1.994  -1.03
N  -5.613  -2.909  0.182  -0.63
H  -6.949  -6.849  -2.374  0.36
H  -6.600  -5.312  -1.351  -0.01
H  -7.365  -6.770  -0.559  0.33
H  -9.497  -6.573  -1.767  0.33
H  -9.127  -5.007  -0.902  -0.05
H  -10.129  -5.135  -3.586  0.29
H  -8.380  -5.500  -3.984  0.33
H  -9.262  -3.147  -4.111  0.28
H  -11.392  -3.332  -2.174  0.37
H  -11.306  -1.711  -0.028  0.27
H  -8.743  -0.662  0.378  0.42
H  -6.562  -2.011  -3.018  0.39
H  -6.407  -0.627  -1.833  0.26
H  -4.505  -4.534  -1.798  0.30
H  -3.447  -2.952  -1.785  0.27
H  -4.710  -3.201  -3.092  0.33
H  -6.413  -2.390  0.587  0.21
C  -3.505  -0.352  0.053  -0.46
O  -3.640  0.677  -0.919  -0.38
C  -4.106  1.903  -0.354  -0.38
C  -2.960  2.876  -0.096  -0.75
O  -2.068  2.377  0.898  -0.11
C  -0.909  1.771  0.337  -0.75
H  -2.872  -1.135  -0.366  0.22
H  -3.048  0.005  0.977  0.28
H  -4.487  -0.776  0.273  0.17
H  -4.673  1.714  0.564  0.24
H  -4.789  2.351  -1.083  0.41
H  -3.377  3.811  0.290  0.37
H  -2.421  3.104  -1.020  0.40
H  -0.202  2.548  0.032  0.10
H  -1.148  1.139  -0.521  0.36
H  -0.443  1.152  1.105  0.30
C  -5.599  3.118  6.199  -0.68
O  -4.224  3.396  5.976  -0.38
C  -3.590  2.408  5.166  -0.69
C  -3.481  2.855  3.711  -0.07
O  -4.769  2.993  3.109  -0.22
C  -5.217  4.342  3.084  -0.86
H  -6.079  4.035  6.543  0.25
H  -6.106  2.779  5.293  0.27
H  -5.697  2.356  6.979  0.32
H  -4.116  1.450  5.243  0.33
H  -2.581  2.267  5.565  0.39
H  -2.946  2.087  3.147  0.11
H  -2.914  3.787  3.628  0.35
H  -4.728  4.876  2.263  0.30
H  -5.017  4.860  4.025  0.39
H  -6.294  4.340  2.912  0.21
C  4.412  6.268  0.013  -0.53
O  3.696  5.870  1.176  -0.39
C  2.294  6.088  1.056  -0.75
C  1.556  4.807  0.678  -0.24
O  1.928  4.353  -0.623  -0.42
C  2.902  3.319  -0.581  -0.67
H  5.398  5.802  0.043  0.04
H  3.913  5.962  -0.908  0.30
H  4.539  7.355  0.016  0.36
H  2.087  6.887  0.335  0.34
H  1.937  6.422  2.035  0.43
H  0.482  5.017  0.647  0.33
H  1.723  4.023  1.423  0.35
H  2.417  2.367  -0.342  0.28
H  3.687  3.521  0.150  0.32
H  3.359  3.242  -1.568  0.24
C  8.102  2.778  -3.688  -0.69
O  9.127  3.761  -3.747  -0.35
C  8.621  5.064  -4.024  -0.54
C  8.480  5.896  -2.753  -0.59
O  7.500  5.345  -1.874  -0.21
C  8.079  4.565  -0.835  -0.87
H  8.501  1.898  -3.181  0.16
H  7.223  3.125  -3.141  0.38
H  7.809  2.494  -4.705  0.30
H  7.667  5.002  -4.560  0.35
H  9.343  5.554  -4.685  0.38
H  8.136  6.898  -3.026  0.36
H  9.443  5.998  -2.242  0.36
H  8.470  5.225  -0.056  0.29
H  8.881  3.919  -1.201  0.50
H  7.299  3.936  -0.405  0.18
C  -6.856  -3.610  5.748  -0.68
O  -8.244  -3.350  5.918  -0.39
C  -8.606  -2.033  5.517  -0.51
C  -9.207  -2.017  4.115  -0.60
O  -8.248  -2.406  3.131  -0.13
C  -8.381  -3.771  2.753  -0.93
H  -6.708  -4.691  5.773  0.25
H  -6.475  -3.230  4.799  0.26
H  -6.295  -3.161  6.574  0.33
H  -7.746  -1.358  5.583  0.32
H  -9.362  -1.679  6.225  0.39
H  -9.512  -0.993  3.876  0.34
H  -10.095  -2.654  4.061  0.37
H  -9.211  -3.878  2.046  0.26
H  -8.549  -4.422  3.613  0.48
H  -7.459  -4.078  2.258  0.26
C  10.228  -3.431  -5.866  -0.70
O  11.251  -2.447  -5.926  -0.38
C  10.742  -1.145  -6.202  -0.58
C  10.602  -0.314  -4.930  -0.33
O  9.623  -0.868  -4.051  -0.35
C  10.205  -1.648  -3.014  -0.79
H  10.630  -4.310  -5.359  0.25
H  9.351  -3.085  -5.317  0.28
H  9.934  -3.716  -6.882  0.33
H  9.788  -1.208  -6.736  0.33
H  11.462  -0.654  -6.863  0.39
H  10.255  0.688  -5.203  0.25
H  11.564  -0.209  -4.420  0.36
H  10.594  -0.987  -2.234  0.32
H  11.008  -2.290  -3.381  0.39
H  9.426  -2.279  -2.585  0.24
C  7.570  -3.381  3.222  -0.72
O  8.590  -2.399  3.104  -0.38
C  9.786  -2.919  2.530  -0.66
C  9.886  -2.592  1.043  -0.34
O  8.857  -3.240  0.296  -0.36
C  7.763  -2.378  0.015  -0.72
H  6.618  -2.867  3.367  0.25
H  7.493  -4.009  2.333  0.31
H  7.766  -4.009  4.097  0.32
H  9.858  -3.999  2.700  0.34
H  10.623  -2.443  3.049  0.38
H  10.840  -2.970  0.664  0.37
H  9.862  -1.511  0.876  0.33
H  8.019  -1.723  -0.824  0.24
H  7.483  -1.770  0.878  0.38
H  6.908  -2.993  -0.268  0.26

This record from the OMol25 dataset describes a cluster of 2 separate species, CH3O2Si in total in a non-equilibrium geometry. The level of theory is the ωB97M-V functional and the def2-TZVPD basis.

**Total charge**: -1
**Molecular weight**: 75.12 g/mol
**Relative energy (zero: lowest compared OMol25 entry of this formula, charge and spin)**: 8.2 kcal per mole
**E**: -13058.6222 eV
**Frontier orbital gap**: 0.3166 Ha

Last column: Mulliken charge in e.
Geometry (Å):
C  -3.549  -0.194  0.353  -0.09
O  -1.676  -0.018  0.725  -0.31
O  -3.708  -0.069  -0.777  -0.24
Si  -0.371  -0.331  -0.085  0.19
H  0.158  0.800  -0.722  -0.20
H  1.009  -0.925  0.656  -0.16
H  -0.564  -1.371  -1.117  -0.19

This record from the OMol25 dataset describes a structure of composition C31H76Cu2N5O13 in a non-equilibrium geometry. The level of theory is the ωB97M-V functional and the def2-TZVPD basis.

**Total charge**: +2
**Spin multiplicity**: 2
**Molecular weight**: 854.06 g/mol
**E**: -156702.5528 eV
**Frontier orbital gap (alpha / beta)**: 0.2740 / 0.1064 Ha

Last column: Löwdin spin population.
Geometry (Å):
Cu  -13.193  15.020  -24.286  0.00
Cu  -13.676  10.973  -26.454  0.00
O  -15.535  14.081  -27.533  0.00
C  -14.908  14.165  -26.376  0.00
O  -15.095  15.212  -25.759  0.00
O  -14.182  13.273  -25.921  0.00
H  -15.978  14.904  -27.311  0.00
C  -18.280  16.094  -28.314  0.00
O  -18.981  15.283  -29.238  0.00
C  -18.421  13.967  -29.288  0.00
C  -19.404  13.038  -30.018  0.07
N  -19.516  13.489  -31.412  0.69
C  -20.508  12.732  -32.192  0.08
C  -21.037  13.545  -33.439  0.00
O  -21.782  14.702  -32.988  0.01
C  -22.130  15.620  -33.995  0.00
H  -18.546  17.150  -28.341  0.00
H  -17.197  16.132  -28.432  0.00
H  -18.583  15.758  -27.322  0.00
H  -18.258  13.513  -28.311  0.00
H  -17.466  13.941  -29.813  0.00
H  -20.327  12.888  -29.458  0.03
H  -18.924  12.061  -29.969  0.01
H  -19.773  14.465  -31.458  0.02
H  -21.302  12.490  -31.486  0.04
H  -20.074  11.769  -32.463  0.02
H  -21.628  12.895  -34.085  0.00
H  -20.152  13.833  -34.006  0.00
H  -22.193  15.244  -35.016  0.00
H  -21.412  16.432  -34.109  0.00
H  -23.101  16.009  -33.687  0.00
C  -16.811  7.008  -21.717  0.00
O  -17.323  8.319  -21.695  0.00
C  -16.175  9.198  -22.011  0.00
C  -16.652  10.687  -22.059  0.00
N  -15.548  11.579  -22.454  0.00
C  -15.909  12.909  -23.012  0.00
C  -16.658  13.714  -22.001  0.00
O  -16.039  13.758  -20.736  0.00
C  -16.818  14.347  -19.788  0.00
H  -16.620  6.628  -22.720  0.00
H  -17.602  6.327  -21.403  0.00
H  -15.966  6.866  -21.044  0.00
H  -15.801  8.896  -22.989  0.00
H  -15.381  9.164  -21.265  0.00
H  -17.124  11.072  -21.155  0.00
H  -17.508  10.637  -22.732  0.00
H  -15.162  11.053  -23.225  0.00
H  -16.463  12.810  -23.945  0.00
H  -15.006  13.428  -23.335  0.00
H  -17.649  13.259  -21.985  0.00
H  -16.835  14.741  -22.322  0.00
H  -17.784  13.880  -19.596  0.00
H  -16.962  15.396  -20.047  0.00
H  -16.284  14.310  -18.839  0.00
C  -12.123  20.921  -25.813  0.00
O  -13.160  20.274  -26.591  0.00
C  -13.179  20.376  -28.005  0.00
C  -14.631  19.939  -28.351  0.00
N  -14.952  18.559  -27.992  0.00
C  -14.116  17.555  -28.679  0.00
C  -14.140  17.661  -30.269  0.00
O  -13.314  16.667  -30.865  0.00
C  -13.316  16.744  -32.306  0.00
H  -12.298  20.761  -24.749  0.00
H  -12.164  21.996  -25.987  0.00
H  -11.182  20.480  -26.145  0.00
H  -12.408  19.709  -28.389  0.00
H  -12.931  21.394  -28.305  0.00
H  -14.837  20.190  -29.391  0.00
H  -15.309  20.539  -27.744  0.00
H  -14.980  18.472  -26.986  0.00
H  -14.383  16.522  -28.456  0.00
H  -13.071  17.703  -28.407  0.00
H  -13.735  18.615  -30.607  0.00
H  -15.198  17.655  -30.533  0.00
H  -14.252  16.512  -32.813  0.00
H  -12.550  16.004  -32.536  0.00
H  -12.950  17.725  -32.611  0.00
C  -10.942  15.897  -27.253  0.00
O  -11.618  16.189  -26.062  0.00
C  -11.338  17.528  -25.622  0.00
C  -11.688  17.575  -24.110  0.00
N  -13.053  17.342  -23.656  0.00
C  -14.035  18.120  -24.438  0.00
C  -15.369  18.029  -23.797  0.00
O  -15.229  18.835  -22.631  0.00
C  -16.402  18.939  -21.811  0.00
H  -11.302  16.402  -28.150  0.00
H  -11.112  14.830  -27.401  0.00
H  -9.874  16.091  -27.162  0.00
H  -12.001  18.135  -26.238  0.00
H  -10.340  17.939  -25.775  0.00
H  -11.423  18.559  -23.722  0.00
H  -10.923  16.883  -23.757  0.00
H  -13.238  17.749  -22.750  0.00
H  -14.137  17.755  -25.460  0.00
H  -13.761  19.175  -24.469  0.00
H  -15.697  17.006  -23.611  0.00
H  -16.168  18.409  -24.434  0.00
H  -16.212  19.663  -21.019  0.00
H  -16.563  17.965  -21.350  0.00
H  -17.365  19.125  -22.285  0.00
C  -16.536  9.767  -25.823  0.00
O  -15.720  9.944  -26.879  0.00
C  -16.416  10.463  -27.985  0.00
C  -15.377  10.773  -29.015  0.00
N  -14.354  11.772  -28.616  0.00
C  -13.532  12.357  -29.653  0.00
C  -14.241  13.204  -30.774  0.00
O  -14.954  12.337  -31.646  0.01
C  -15.862  12.963  -32.532  0.00
H  -17.012  10.626  -25.349  0.00
H  -16.107  9.089  -25.085  0.00
H  -17.439  9.225  -26.107  0.00
H  -17.050  11.331  -27.806  0.00
H  -17.129  9.727  -28.357  0.00
H  -15.905  11.128  -29.900  0.00
H  -14.956  9.800  -29.268  0.00
H  -14.864  12.596  -28.333  0.00
H  -12.895  11.585  -30.086  0.00
H  -12.805  12.983  -29.135  0.00
H  -13.550  13.638  -31.497  0.00
H  -14.838  14.007  -30.342  0.00
H  -16.469  12.202  -33.024  0.00
H  -15.342  13.595  -33.252  0.00
H  -16.602  13.590  -32.034  0.00

Q: Which formula does entry 2 have?
A: C37H87N4O14